# C4H7FIP

An isolated molecule of C4H7FIP in a non-equilibrium geometry (ωB97M-V/def2-TZVPD, the Open Molecules 2025 dataset).

Positions of all 14 atoms, in Å:
C1 0.310 -0.156 0.707
C2 -0.326 -0.158 -0.725
C3 1.737 0.477 0.812
C4 -1.748 -0.286 -0.403
F1 -0.397 0.335 -3.264
P1 0.682 0.066 -1.962
I1 0.180 -1.800 1.993
H1 -0.304 0.528 1.230
H2 2.467 -0.286 0.388
H3 2.101 0.927 1.815
H4 1.754 1.291 0.145
H5 -2.103 0.535 0.171
H6 -2.516 -0.330 -1.235
H7 -1.837 -1.144 0.329

Forces on atoms 1 to 2 (eV/Å):
C 1.81 4.40 -4.54
C 0.31 -0.07 4.26

As for the spin multiplicity: 3. Its calculated total energy is -895.3229 Eh. The HOMO-LUMO gap (alpha / beta) is 5.78 / 5.27 eV. Its expectation value of S² is 2.015. Its highest occupied orbital energy (alpha / beta) is -5.284 / -9.155 eV.